(1)
240
Properties=species:S:1:pos:R:3:mulliken_spin:R:1 method="wB97M-V/def2-TZVPD" energy_ev=-228613.9492 homo_lumo_gap_ev="7.983 / 6.988" charge=+3 spin_multiplicity=6
Fe -6.097 13.846 -20.519 4.21
C -7.768 9.208 -17.758 0.00
C -8.661 9.160 -18.959 0.00
C -7.909 8.967 -20.288 0.00
C -7.083 7.727 -20.311 0.00
P -6.169 7.722 -21.925 0.00
C -5.504 6.025 -22.267 0.00
C -4.627 5.555 -21.084 0.00
C -4.763 4.064 -20.664 0.00
C -6.082 3.682 -19.984 0.00
C -7.291 8.254 -23.293 0.00
C -6.886 7.602 -24.687 0.00
C -7.472 6.234 -25.022 0.00
C -7.523 5.813 -26.501 0.00
C -4.837 8.981 -21.876 0.00
C -4.061 8.976 -23.200 0.00
C -2.755 9.857 -23.140 0.00
C -2.126 10.087 -24.498 0.00
H -7.456 8.180 -17.572 0.00
H -8.094 9.594 -16.791 0.00
H -6.802 9.659 -17.982 0.00
H -9.132 10.142 -18.988 0.00
H -9.423 8.392 -18.821 0.00
H -7.377 9.914 -20.378 0.00
H -8.648 8.981 -21.089 0.00
H -7.676 6.819 -20.419 0.00
H -6.442 7.559 -19.446 0.00
H -4.822 6.115 -23.112 0.00
H -6.418 5.454 -22.429 0.00
H -4.671 6.116 -20.151 0.00
H -3.584 5.758 -21.329 0.00
H -4.034 3.951 -19.862 0.00
H -4.488 3.368 -21.456 0.00
H -5.982 2.648 -19.654 0.00
H -6.981 3.818 -20.584 0.00
H -6.288 4.237 -19.069 0.00
H -7.282 9.344 -23.255 0.00
H -8.235 7.848 -22.931 0.00
H -5.803 7.637 -24.809 0.00
H -7.255 8.308 -25.431 0.00
H -8.515 6.254 -24.705 0.00
H -6.972 5.523 -24.364 0.00
H -8.051 4.889 -26.737 0.00
H -6.496 5.767 -26.862 0.00
H -7.911 6.533 -27.222 0.00
H -4.203 8.804 -21.008 0.00
H -5.411 9.886 -21.678 -0.01
H -4.667 9.258 -24.061 0.00
H -3.732 7.962 -23.425 0.00
H -2.061 9.417 -22.424 0.00
H -2.952 10.842 -22.717 0.00
H -2.882 10.084 -25.283 0.00
H -1.715 9.118 -24.780 0.00
H -1.347 10.845 -24.581 0.00
C -1.955 18.933 -17.113 0.00
C -2.421 17.811 -18.059 0.00
C -1.395 16.742 -17.987 0.00
C -1.748 15.520 -18.996 0.00
P -0.262 14.509 -19.392 0.00
C 0.193 13.551 -17.886 0.00
C -0.697 12.349 -17.563 0.00
C -0.570 11.965 -16.168 0.00
C -1.356 10.611 -15.910 0.00
C -0.762 13.268 -20.666 0.00
C 0.193 12.121 -21.087 0.00
C 0.813 12.312 -22.466 0.00
C 2.159 11.551 -22.401 0.00
C 1.172 15.469 -19.842 0.00
C 2.511 14.666 -19.948 0.00
C 3.565 15.493 -20.727 0.00
C 4.944 14.905 -20.437 0.00
H -2.517 19.865 -17.172 0.00
H -0.920 19.261 -17.202 0.00
H -1.985 18.573 -16.084 0.00
H -2.474 18.155 -19.092 0.00
H -3.432 17.587 -17.719 0.00
H -1.403 16.324 -16.980 0.00
H -0.468 17.296 -18.133 0.00
H -2.009 15.822 -20.011 0.00
H -2.412 14.795 -18.526 0.00
H 0.239 14.216 -17.024 0.00
H 1.262 13.342 -17.936 0.00
H -0.327 11.481 -18.109 0.00
H -1.738 12.512 -17.842 0.01
H -1.094 12.785 -15.677 0.00
H 0.475 11.951 -15.860 0.00
H -1.300 10.248 -14.884 0.00
H -1.044 9.841 -16.615 0.00
H -2.411 10.819 -16.088 0.00
H -1.057 13.928 -21.481 0.00
H -1.663 12.711 -20.408 0.00
H -0.349 11.191 -21.256 0.00
H 0.950 11.973 -20.316 0.00
H 1.080 13.367 -22.525 0.00
H 0.229 11.919 -23.298 0.00
H 2.106 10.478 -22.213 0.00
H 2.813 11.966 -21.634 0.00
H 2.799 11.688 -23.271 0.00
H 1.325 16.280 -19.130 0.00
H 1.008 16.056 -20.746 0.00
H 2.309 13.742 -20.490 0.00
H 2.901 14.361 -18.977 0.00
H 3.549 16.542 -20.432 0.00
H 3.292 15.642 -21.772 0.00
H 5.291 14.878 -19.404 0.00
H 5.758 15.408 -20.960 0.00
H 4.869 13.839 -20.655 0.00
C -8.509 23.133 -21.717 0.00
C -8.602 21.599 -21.944 0.00
C -9.954 20.906 -21.661 0.00
C -9.924 19.375 -21.905 0.00
P -11.493 18.438 -22.002 0.00
C -12.349 18.702 -23.731 0.00
C -11.493 18.488 -24.985 0.00
C -12.241 18.404 -26.263 0.00
C -11.273 18.577 -27.412 0.00
C -11.065 16.649 -21.722 0.00
C -10.481 15.793 -22.827 0.00
C -10.155 14.320 -22.471 0.00
C -11.333 13.320 -22.145 0.00
C -12.674 19.062 -20.741 0.00
C -12.237 19.177 -19.248 0.00
C -12.075 17.842 -18.549 0.00
C -13.316 16.898 -18.719 0.00
H -7.532 23.600 -21.845 0.00
H -8.939 23.345 -20.738 0.00
H -9.180 23.572 -22.455 0.00
H -7.792 21.078 -21.434 0.00
H -8.423 21.604 -23.019 0.00
H -10.804 21.259 -22.246 0.00
H -10.216 21.031 -20.611 0.00
H -9.351 18.805 -21.175 0.00
H -9.370 19.096 -22.802 0.00
H -12.843 19.658 -23.560 0.00
H -13.092 17.905 -23.743 0.00
H -10.914 17.566 -24.946 0.00
H -10.853 19.370 -24.983 0.00
H -13.017 19.167 -26.321 0.00
H -12.751 17.460 -26.458 0.00
H -10.677 19.474 -27.241 0.00
H -11.792 18.547 -28.370 0.00
H -10.506 17.805 -27.355 0.00
H -12.049 16.316 -21.392 0.00
H -10.438 16.692 -20.832 0.00
H -9.628 16.316 -23.260 0.00
H -11.226 15.743 -23.621 0.00
H -9.403 14.403 -21.687 0.01
H -9.499 13.885 -23.225 0.00
H -12.051 13.259 -22.964 0.00
H -11.879 13.614 -21.248 0.00
H -10.877 12.333 -22.068 0.00
H -13.527 18.393 -20.859 0.00
H -13.015 20.019 -21.137 0.00
H -13.007 19.671 -18.656 0.00
H -11.302 19.719 -19.105 0.00
H -11.890 17.965 -17.482 0.00
H -11.171 17.402 -18.970 0.00
H -13.596 16.625 -19.737 0.00
H -14.213 17.267 -18.221 0.00
H -13.265 15.901 -18.283 0.00
C -4.292 15.445 -15.423 0.00
C -3.829 13.980 -15.605 0.00
C -4.975 12.967 -15.525 0.00
C -5.607 12.816 -14.111 0.00
P -4.800 12.070 -12.667 0.00
C -3.030 12.607 -12.470 0.00
C -2.862 14.069 -11.992 0.00
C -1.430 14.665 -11.920 0.00
C -0.690 14.425 -13.209 0.00
C -5.765 12.604 -11.221 0.00
C -5.149 12.119 -9.832 0.00
C -5.836 12.424 -8.579 0.00
C -6.018 13.917 -8.189 0.00
C -4.831 10.289 -12.725 0.00
C -6.118 9.530 -12.993 0.00
C -5.952 7.987 -13.245 0.00
C -5.340 7.155 -12.105 0.00
H -3.417 16.094 -15.391 0.00
H -4.853 15.642 -14.510 0.00
H -4.787 15.731 -16.351 0.00
H -2.981 13.826 -14.937 0.00
H -3.290 13.800 -16.535 0.00
H -4.556 12.016 -15.853 0.00
H -5.622 13.289 -16.341 0.00
H -6.549 12.268 -14.142 0.00
H -5.920 13.805 -13.777 0.00
H -2.506 12.442 -13.411 0.00
H -2.798 11.857 -11.712 0.00
H -3.249 14.147 -10.977 0.00
H -3.493 14.674 -12.643 0.00
H -0.782 14.164 -11.200 0.00
H -1.449 15.746 -11.780 0.00
H 0.226 15.009 -13.301 0.00
H -1.310 14.697 -14.063 0.00
H -0.605 13.382 -13.515 0.00
H -6.779 12.207 -11.269 0.00
H -5.778 13.694 -11.209 0.00
H -4.105 12.422 -9.740 0.00
H -4.968 11.044 -9.828 0.00
H -5.174 11.948 -7.856 0.00
H -6.778 11.875 -8.588 0.00
H -5.105 14.488 -8.021 0.00
H -6.703 14.010 -7.347 0.00
H -6.572 14.451 -8.961 0.00
H -4.560 10.040 -11.699 0.00
H -4.012 9.888 -13.322 0.00
H -6.468 9.939 -13.941 0.00
H -6.819 9.648 -12.167 0.00
H -5.293 7.965 -14.113 0.00
H -6.911 7.505 -13.434 0.00
H -4.355 7.551 -11.859 0.00
H -5.229 6.114 -12.409 0.00
H -5.939 7.127 -11.194 0.00
O -3.801 11.412 -18.398 0.00
C -4.593 12.158 -19.134 -0.04
O -5.747 11.929 -19.486 0.11
O -4.412 13.372 -19.460 0.21
H -4.228 10.553 -18.363 0.00
N -6.381 12.345 -22.846 -0.01
O -5.226 12.569 -22.572 0.06
O -7.029 12.854 -22.006 0.15
O -6.800 11.730 -23.807 0.02
N -7.539 14.150 -19.364 0.04
S -8.734 13.354 -18.774 0.03
O -10.122 13.795 -18.957 0.03
O -8.387 12.532 -17.652 0.01
F -8.761 12.244 -19.933 0.01
S -8.083 15.438 -18.306 0.02
O -8.135 15.216 -16.874 0.02
O -8.822 16.577 -18.888 0.01
F -6.565 15.948 -18.337 0.00
N -5.512 15.384 -21.429 0.01
S -4.370 15.988 -22.339 0.02
O -3.656 17.188 -21.874 0.03
O -4.412 15.707 -23.772 0.02
F -3.374 14.869 -21.870 0.00
S -6.331 16.836 -22.010 0.00
O -6.751 17.018 -23.386 0.02
O -6.415 18.013 -21.160 0.01
F -7.724 16.081 -21.557 0.01

***

(2)
126
Properties=species:S:1:pos:R:3:mulliken_charge:R:1 method="wB97M-V/def2-TZVPD" energy_ev=-154420.3659 homo_lumo_gap_ev=7.918 charge=0
C 6.430 -1.310 2.700 -1.07
S 4.987 -1.012 1.539 0.58
O 3.899 -1.098 2.508 -0.49
C 5.362 0.766 1.266 -0.94
H 7.391 -0.833 2.146 0.32
H 6.784 -2.344 3.105 0.29
H 6.338 -0.881 3.618 0.36
H 5.928 0.693 0.551 0.83
H 5.697 1.168 2.200 0.33
H 4.417 1.162 0.908 -0.15
C -4.315 3.304 -0.563 -0.69
S -5.959 2.730 -0.237 0.52
O -6.930 3.835 -0.682 -0.68
C -6.136 1.472 -1.433 -0.57
H -3.840 3.825 0.206 0.50
H -4.339 3.669 -1.599 0.23
H -3.468 2.539 -0.400 0.07
H -7.249 1.043 -1.179 0.27
H -5.464 0.654 -1.455 0.04
H -6.088 1.757 -2.416 0.32
C -3.591 -6.440 0.782 -0.91
S -4.480 -4.931 0.315 0.44
O -5.393 -4.684 1.529 -0.64
C -3.104 -3.786 0.410 -0.42
H -3.289 -6.982 -0.231 0.24
H -4.034 -7.288 1.228 0.45
H -2.766 -6.212 1.421 0.28
H -2.628 -3.678 1.346 0.21
H -3.386 -2.655 0.249 0.20
H -2.250 -3.963 -0.473 0.13
C -0.178 -2.467 3.481 -1.79
S -1.368 -1.237 3.791 1.06
O -2.729 -1.898 3.804 -0.72
C -0.959 -0.855 5.462 -1.66
H -0.422 -3.321 3.932 0.65
H 0.770 -2.258 3.502 0.83
H -0.318 -2.772 2.458 0.16
H -0.082 -0.294 5.636 0.42
H -0.818 -1.647 5.940 0.76
H -1.727 -0.389 6.116 0.36
C -1.215 4.284 -2.704 -1.23
S -0.376 2.700 -2.536 0.62
O -1.457 1.781 -1.973 -0.33
C -0.157 2.265 -4.244 -1.47
H -2.082 4.072 -3.322 0.36
H -0.696 5.124 -3.356 0.26
H -1.615 4.670 -1.834 0.49
H 0.372 2.917 -4.646 0.94
H -0.925 2.273 -5.014 0.36
H 0.098 1.227 -4.129 0.06
C -0.704 2.575 4.185 -0.53
S -1.810 2.885 2.890 0.92
O -2.651 1.611 2.952 -0.64
C -2.800 4.122 3.560 -1.49
H 0.291 3.235 4.246 0.13
H -0.093 1.618 4.146 -0.15
H -1.232 2.698 5.148 0.40
H -3.623 4.089 3.058 0.51
H -2.341 5.000 3.598 0.52
H -3.113 3.850 4.628 0.31
C 1.122 -0.135 0.764 -1.06
S 0.224 -0.407 -0.718 0.63
O 0.501 -1.854 -1.072 -0.56
C -1.395 -0.677 0.058 0.60
H 0.965 0.949 0.971 0.21
H 2.061 -0.211 0.393 0.34
H 0.858 -0.694 1.576 0.39
H -1.983 -0.976 -0.841 -0.47
H -1.869 0.211 0.547 0.26
H -1.525 -1.378 0.876 -0.45
C 2.940 4.439 -2.152 -0.91
S 2.371 4.248 -0.423 0.33
O 2.044 2.727 -0.264 -0.36
C 4.023 4.270 0.217 -0.57
H 3.643 3.772 -2.746 0.33
H 3.041 5.487 -2.178 0.53
H 2.021 4.342 -2.630 0.10
H 4.399 5.242 0.447 0.48
H 4.711 4.069 -0.498 0.51
H 3.859 3.832 1.064 -0.38
C -2.876 -0.012 -5.676 -0.68
S -3.654 0.715 -4.259 0.78
O -5.064 1.158 -4.800 -0.74
C -3.892 -0.789 -3.361 -0.05
H -3.269 -0.979 -5.927 0.51
H -1.899 -0.359 -5.284 -0.14
H -2.827 0.721 -6.613 0.27
H -4.758 -1.353 -3.901 0.43
H -4.023 -0.563 -2.258 -0.25
H -2.842 -1.360 -3.309 -0.18
C -0.493 -3.154 -4.312 -0.44
C 0.685 -2.100 -4.334 -0.10
C 1.056 -1.394 -5.457 -0.81
C 0.318 -1.666 -6.595 -0.04
C -0.783 -2.502 -6.669 -0.77
C -1.233 -3.308 -5.471 -0.31
H -0.656 -3.723 -3.399 0.44
H 1.263 -1.904 -3.437 0.45
H 1.915 -0.820 -5.521 0.64
H 0.742 -1.052 -7.626 0.07
H -1.249 -2.885 -7.593 0.38
H -1.937 -4.046 -5.290 0.51
C 0.876 -4.977 -0.553 0.38
C 2.054 -4.384 0.092 -0.06
C 3.244 -5.091 0.400 -0.35
C 3.119 -6.497 0.325 -0.34
C 1.890 -7.158 -0.017 -0.70
C 0.695 -6.359 -0.510 -0.34
H 0.023 -4.203 -0.885 -0.20
H 2.045 -3.267 -0.003 0.06
H 4.163 -4.634 0.880 0.27
H 4.003 -7.031 0.622 0.36
H 1.996 -8.131 0.104 0.51
H -0.297 -6.822 -0.779 0.33
C 3.316 5.170 4.087 -0.33
C 4.375 4.900 5.190 -0.36
C 4.864 3.498 5.312 -0.76
C 4.157 2.472 4.550 -1.23
C 3.189 2.759 3.590 0.26
C 2.732 4.092 3.415 -0.72
H 3.029 6.207 3.669 0.28
H 4.845 5.757 5.783 0.31
H 5.356 3.467 6.169 0.45
H 4.476 1.586 4.628 1.03
H 2.651 1.936 2.906 0.54
H 2.103 4.453 2.586 0.55